The following is a DFT calculation (ωB97M-V/def2-TZVPD) of a molecular structure, C24H33IMnN6OSTe at a distorted geometry.

Results
Charge   +2
ΔE to the lowest compared entry with this formula, charge and spin   0.000 eV
Multiplicity   6
Highest occupied orbital energy (spin up / spin down)   -13.48 / -13.76 eV
Largest force on an atom   3.3 eV/Å
LUMO energy (spin up / spin down)   -0.228 / -0.234 Eh
Orbital gap (spin up / spin down)   7.2844 / 7.3970 eV

Last column: Mulliken charge in e.
CARTESIAN COORDINATES (ANGSTROEM)
C (-7.49956, 0.19168, 5.28344)  -1.536
C (-1.51412, 2.98770, 2.71279)  1.586
H (1.60179, -3.85667, -2.99026)  0.203
N (1.77074, -2.87198, -2.85850)  -0.417
H (-4.07648, 2.40161, 0.53958)  0.495
Te (-1.35440, 1.26087, 3.88861)  0.653
H (-8.13008, 0.98450, 4.87948)  0.359
H (-2.25176, -1.27689, 2.97265)  -0.378
N (-0.84407, 1.77308, -0.59108)  0.665
H (-1.82932, -2.02159, -1.10827)  0.269
C (-1.75079, 5.46627, 1.47265)  0.197
H (0.86044, -0.57840, 4.53403)  0.354
H (-3.23592, 3.78822, 4.53722)  0.325
S (1.32248, -0.43886, -1.98520)  -0.447
C (-2.10864, 3.21285, -1.76285)  -0.625
C (-5.41976, 1.59934, 5.27097)  -0.901
O (1.08048, -1.22701, 1.44590)  -0.592
C (-0.66519, 5.18654, 2.29734)  -0.993
C (-3.45193, 3.13651, 5.38586)  -1.760
C (-3.31731, -1.44750, 3.10446)  -1.353
N (-0.20748, 2.95153, -0.72020)  -0.040
H (-0.94932, 7.18902, 0.46086)  0.434
N (-0.92422, -2.03698, -0.64424)  -0.453
C (-0.52983, 3.96246, 2.93755)  0.395
C (-2.59168, 3.21201, 1.84095)  0.711
H (-3.45415, -2.40588, 3.60583)  0.600
H (-7.86594, -0.76274, 4.91211)  0.377
C (-1.99126, 1.91970, -1.24662)  -0.853
N (-0.00002, -2.72292, -1.44655)  -0.246
C (0.64641, -1.35771, 3.80275)  -1.355
Mn (0.04270, -0.05868, 0.11950)  0.213
C (-3.40153, 0.84836, 4.24853)  0.407
H (-3.20590, 1.17490, 1.47530)  0.159
C (-2.68692, 4.46399, 1.24719)  -0.426
H (-2.51292, 2.95876, 5.92256)  0.319
H (-0.15736, -3.70972, -1.58916)  0.236
H (-1.01955, -2.54665, 0.23092)  0.336
I (-3.72324, 4.02530, -2.74845)  0.242
H (-0.58081, 4.83989, -1.60738)  0.528
H (0.67682, 3.11250, -0.26664)  0.160
H (-3.76283, -1.53343, 2.11004)  0.355
C (-0.93055, 3.83830, -1.42046)  -0.319
C (-5.33656, -0.54373, 4.22531)  -0.960
C (-4.00036, -0.35485, 3.88079)  0.883
H (-7.61924, 0.20679, 6.36761)  0.369
H (0.08321, 5.95204, 2.46843)  0.458
C (-1.90234, 6.81857, 0.83929)  -1.808
H (0.32823, 3.59023, 4.88977)  0.383
H (-5.96724, 2.35178, 5.82703)  0.459
H (-3.51853, 4.65850, 0.57839)  0.547
C (-3.63549, 2.17796, 1.51060)  -2.102
H (1.23149, 2.86291, 3.55418)  0.318
H (1.49318, -2.03608, 3.75587)  0.341
C (0.64702, 3.73676, 3.85502)  -1.933
H (-4.10805, 3.67864, 6.06266)  0.504
H (-5.81736, -1.47467, 3.94683)  0.403
H (1.31334, 4.59603, 3.84324)  0.482
C (1.01527, -2.09836, -2.08750)  0.905
C (-6.06309, 0.41573, 4.91313)  0.546
C (-4.09563, 1.84352, 4.95212)  0.943
H (-2.62486, 6.80039, 0.02454)  0.375
H (-2.25424, 7.54088, 1.57835)  0.410
C (0.40084, -0.78654, 2.43925)  1.319
H (-4.44233, 2.16945, 2.24419)  0.454
N (-0.49359, 0.14261, 2.10092)  -0.345
H (-0.23903, -1.90392, 4.13582)  0.366
H (2.55356, -2.45957, -3.33894)  0.218
H (-2.70161, 1.11106, -1.31030)  0.582